{
  "formula": "C25H44IrO2P2",
  "method": "ωB97M-V/def2-TZVPD",
  "total_charge": 1,
  "homo_lumo_gap_ev": [6.1186, 5.3974],
  "lumo_energy_ev": [-3.0, -4.3],
  "e_homo_ev": [-9.1, -9.7],
  "multiplicity": 5,
  "species": ["Ir", "C", "C", "C", "C", "C", "C", "H", "H", "H", "C", "H", "H", "H", "C", "H", "H", "H", "C", "H", "H", "H", "C", "H", "H", "H", "C", "C", "C", "C", "C", "C", "C", "C", "H", "H", "H", "H", "H", "H", "H", "H", "H", "H", "H", "H", "P", "C", "C", "P", "C", "C", "C", "H", "H", "H", "H", "H", "H", "H", "H", "H", "H", "H", "H", "H", "H", "C", "O", "C", "O", "H", "H", "H"],
  "positions_angstrom": [[2.030, -0.694, 0.263], [-1.308, -1.138, 2.275], [-1.070, -2.349, 1.535], [1.023, -1.307, 1.908], [-0.122, -0.478, 2.490], [0.286, -2.538, 1.404], [-2.618, -0.759, 2.861], [-3.389, -1.467, 2.536], [-2.893, 0.274, 2.594], [-2.562, -0.827, 3.957], [0.004, 0.627, 3.454], [-0.635, 1.491, 3.194], [1.036, 0.979, 3.531], [-0.321, 0.273, 4.451], [2.121, -1.602, 2.891], [1.710, -2.199, 3.729], [2.542, -0.657, 3.248], [2.927, -2.119, 2.351], [0.933, -3.820, 1.081], [0.842, -4.498, 1.940], [2.000, -3.719, 0.863], [0.456, -4.324, 0.232], [-2.107, -3.366, 1.235], [-2.383, -3.944, 2.132], [-1.754, -4.073, 0.477], [-3.017, -2.870, 0.879], [-2.645, 3.081, 0.677], [-3.421, 1.983, 0.792], [-3.537, 0.772, -0.101], [-3.091, 0.895, -1.570], [-1.715, 0.364, -1.550], [-0.694, 1.228, -1.239], [-0.388, 2.173, -0.152], [-1.498, 3.327, -0.222], [-4.587, 0.445, -0.049], [-3.101, 1.935, -1.957], [-2.951, -0.046, 0.374], [-1.844, 3.350, -1.260], [-2.773, 3.903, 1.386], [-4.066, 1.916, 1.685], [-1.025, 4.331, -0.147], [-0.354, 1.578, 0.784], [2.935, -2.001, 0.023], [0.594, 2.696, -0.117], [-3.681, 0.240, -2.235], [-1.618, -0.729, -1.448], [-0.062, 0.989, -2.870], [-0.302, 2.747, -3.282], [-1.032, 0.121, -4.150], [2.012, -0.912, -1.795], [1.635, 0.536, -2.873], [1.157, -2.303, -2.551], [3.779, -0.942, -2.339], [0.412, 3.364, -2.711], [-1.328, 3.031, -2.987], [-0.202, 2.862, -4.368], [-0.652, 0.411, -5.137], [-2.083, 0.449, -4.086], [-0.986, -0.973, -4.052], [3.817, -0.533, -3.358], [4.151, -1.969, -2.332], [4.362, -0.308, -1.652], [2.255, 1.386, -2.537], [1.925, 0.294, -3.915], [1.809, -3.176, -2.549], [0.913, -2.074, -3.589], [0.241, -2.556, -2.015], [3.492, 2.180, 2.651], [2.531, 1.335, 1.992], [2.922, 0.960, 0.742], [3.798, 1.557, 0.133], [4.523, 1.855, 2.462], [3.252, 2.129, 3.718], [3.387, 3.201, 2.268]]
}

***

{
  "formula": "C25H44IrO2P2",
  "method": "ωB97M-V/def2-TZVPD",
  "total_charge": 2,
  "homo_lumo_gap_ev": [6.1060, 4.9564],
  "lumo_energy_ev": [-7.0, -8.9],
  "e_homo_ev": [-13.1, -13.8],
  "multiplicity": 6,
  "species": ["Ir", "C", "C", "C", "C", "C", "C", "H", "H", "H", "C", "H", "H", "H", "C", "H", "H", "H", "C", "H", "H", "H", "C", "H", "H", "H", "C", "C", "C", "C", "C", "C", "C", "C", "H", "H", "H", "H", "H", "H", "H", "H", "H", "H", "H", "H", "P", "P", "C", "C", "H", "H", "H", "H", "C", "H", "H", "H", "C", "H", "H", "H", "C", "H", "H", "H", "C", "H", "H", "H", "O", "C", "O", "H"],
  "positions_angstrom": [[-0.720, -0.862, -2.530], [-0.564, -1.986, 2.474], [0.803, -2.222, 2.151], [0.734, -0.583, 3.766], [-0.599, -1.001, 3.499], [1.594, -1.309, 2.893], [-1.727, -2.733, 1.957], [-1.559, -3.076, 0.927], [-2.636, -2.115, 1.971], [-1.924, -3.617, 2.587], [-1.795, -0.584, 4.239], [-2.610, -0.335, 3.549], [-1.566, 0.298, 4.844], [-2.152, -1.372, 4.922], [1.154, 0.336, 4.835], [0.832, -0.048, 5.815], [0.689, 1.325, 4.700], [2.245, 0.441, 4.844], [3.072, -1.291, 2.890], [3.465, -2.057, 3.582], [3.472, -0.323, 3.230], [3.476, -1.516, 1.888], [1.349, -3.326, 1.337], [1.842, -4.081, 1.972], [2.103, -2.949, 0.632], [0.558, -3.825, 0.768], [-1.846, 0.420, -3.572], [-1.931, -0.940, -4.091], [-1.145, -1.344, -5.321], [0.398, -1.428, -5.102], [0.858, -1.153, -3.697], [0.872, 0.197, -3.171], [0.493, 1.386, -4.023], [-1.033, 1.478, -4.289], [-1.384, -0.648, -6.140], [0.887, -0.797, -5.849], [-1.500, -2.351, -5.605], [-1.206, 1.453, -5.377], [-2.697, 0.790, -2.991], [-2.874, -1.465, -3.900], [-1.376, 2.471, -3.961], [0.841, 2.315, -3.532], [1.598, 0.391, -2.379], [1.019, 1.278, -4.983], [0.707, -2.450, -5.343], [1.640, -1.802, -3.292], [-1.012, 0.719, -0.472], [1.357, 1.862, 1.112], [-0.717, 2.534, -0.716], [0.674, 2.992, -0.214], [-1.501, 3.043, -0.136], [-0.883, 2.781, -1.775], [1.386, 2.995, -1.053], [0.616, 4.009, 0.208], [2.021, 3.027, 2.324], [2.754, 2.491, 2.933], [1.183, 3.347, 2.966], [2.486, 3.870, 1.809], [2.870, 1.293, 0.225], [3.275, 2.120, -0.377], [2.625, 0.434, -0.421], [3.610, 0.982, 0.977], [-2.830, 0.668, -0.271], [-3.125, -0.387, -0.150], [-3.315, 1.108, -1.152], [-3.090, 1.233, 0.637], [-0.983, -2.536, -1.561], [-0.235, -2.629, -0.766], [-0.826, -3.343, -2.296], [-1.999, -2.581, -1.149], [-0.562, 3.015, 3.793], [-1.547, 2.748, 3.053], [-1.630, 1.822, 2.189], [-2.458, 3.390, 3.156]]
}

***

{
  "formula": "C25H44MoN3P",
  "method": "ωB97M-V/def2-TZVPD",
  "total_charge": 2,
  "homo_lumo_gap_ev": [5.1721, 2.1220],
  "lumo_energy_ev": [-7.9, -11.3],
  "e_homo_ev": [-13.1, -13.5],
  "multiplicity": 3,
  "species": ["C", "C", "H", "H", "H", "H", "H", "H", "C", "C", "C", "C", "H", "H", "H", "H", "N", "C", "C", "N", "C", "C", "C", "H", "H", "C", "H", "H", "Mo", "C", "H", "H", "H", "C", "C", "C", "C", "P", "N", "C", "C", "C", "C", "C", "C", "C", "C", "H", "H", "H", "H", "H", "H", "H", "H", "H", "H", "H", "H", "H", "H", "H", "H", "H", "H", "H", "H", "H", "H", "H", "H", "H", "H", "H"],
  "positions_angstrom": [[1.434, -2.385, 0.684], [-0.081, -0.602, 2.746], [1.024, -2.670, -0.298], [0.875, -2.976, 1.429], [2.485, -2.718, 0.705], [-0.390, 0.363, 3.171], [-1.001, -1.037, 2.334], [0.230, -1.247, 3.584], [3.655, -0.778, -0.967], [4.794, -0.500, -1.719], [5.466, 0.711, -1.524], [4.983, 1.584, -0.548], [3.138, -1.732, -1.054], [5.147, -1.247, -2.439], [6.357, 0.955, -2.092], [5.532, 2.482, -0.273], [3.119, 0.103, -0.079], [3.792, 1.281, 0.147], [3.257, 2.113, 1.213], [2.123, 1.633, 1.831], [1.665, 2.307, 2.920], [3.369, 4.005, 2.739], [2.226, 3.503, 3.374], [0.816, 1.858, 3.429], [1.772, 4.011, 4.227], [3.909, 3.274, 1.682], [4.862, 3.549, 1.235], [3.843, 4.919, 3.081], [1.259, -0.338, 1.133], [2.416, -1.305, 2.699], [2.353, -0.674, 3.601], [3.441, -1.246, 2.291], [2.187, -2.350, 2.955], [-3.855, -2.043, -0.783], [-2.739, -1.579, 0.174], [-3.418, -0.988, 1.430], [-1.958, -2.829, 0.625], [-1.646, -0.338, -0.729], [-0.172, -0.205, 0.006], [-1.216, -0.848, -2.485], [-2.417, -0.623, -3.417], [-0.008, -0.044, -2.988], [-0.802, -2.328, -2.498], [-2.398, 1.374, -0.649], [-2.219, 1.934, 0.768], [-1.645, 2.317, -1.593], [-3.890, 1.319, -1.033], [-4.529, -2.695, -0.203], [-3.469, -2.633, -1.625], [-4.459, -1.210, -1.171], [-4.034, -1.789, 1.876], [-2.707, -0.666, 2.196], [-4.097, -0.157, 1.204], [-1.284, -3.227, -0.139], [-1.373, -2.661, 1.534], [-2.699, -3.615, 0.856], [-2.663, 0.439, -3.547], [-2.131, -1.015, -4.405], [-3.318, -1.169, -3.102], [0.873, -0.200, -2.351], [0.236, -0.408, -3.998], [-0.197, 1.030, -3.077], [0.167, -2.472, -2.002], [-1.543, -3.000, -2.054], [-0.676, -2.625, -3.550], [-1.156, 2.044, 1.020], [-2.680, 2.935, 0.793], [-2.711, 1.339, 1.544], [-0.570, 2.340, -1.363], [-1.802, 2.088, -2.656], [-2.031, 3.337, -1.432], [-4.056, 0.914, -2.042], [-4.503, 0.757, -0.315], [-4.264, 2.353, -1.033]]
}

***

Calculated energy above the lowest of the compared OMol25 structures with the same formula, charge and spin (kJ/mol), listed in the same order as above: 116.7, 165.0, 219.3